The following is a DFT calculation (ωB97M-V/def2-TZVPD) of a molecular structure, C2H2Br3NO2 at a distorted geometry.

Results
Energy relative to the best compared isomer or geometry (same formula, charge and spin) in eV: 1.1157
Spin multiplicity: 1
Gap between HOMO and LUMO in eV: 9.658
DFT total energy in eV: -217813.999

Each line ends with the Löwdin charge.
Atoms and positions in Å:
C (-0.793, 0.360, 0.255)  -0.0406
C (1.218, 0.481, 0.006)  -1.7014
N (-1.150, -0.985, -0.228)  -0.4993
O (-1.406, -1.837, 0.556)  0.0858
O (-1.037, -1.119, -1.421)  -0.0046
Br (1.529, 2.309, 0.427)  0.6245
Br (1.969, -0.627, 1.393)  0.6121
Br (1.702, -0.031, -1.732)  0.7143
H (-1.046, 0.987, -0.590)  0.0946
H (-0.985, 0.463, 1.335)  0.1147